Record 1
ORCA calculation (ωB97M-V/def2-TZVPD) on C35H30BrCuN6O4 as an isolated structure.

CARTESIAN COORDINATES (ANGSTROEM)
Cu  1.17054  1.18913  0.35079
C  3.89598  1.92404  1.44159
O  2.71090  1.16518  1.77338
C  2.16121  1.46856  3.02620
C  2.88191  1.30115  4.19222
C  2.28254  1.61467  5.40353
C  0.97244  2.07957  5.43343
C  0.25080  2.22459  4.26106
C  0.84771  1.91885  3.04300
N  0.20181  2.00150  1.78677
N  -0.93693  2.55514  1.77617
C  -1.66603  2.72322  0.66501
C  -1.24556  2.35191  -0.65260
O  -0.13120  1.76577  -0.92511
C  -2.11781  2.63891  -1.74873
C  -3.31671  3.23204  -1.55329
C  -3.78009  3.61583  -0.25511
C  -5.03267  4.23250  -0.09017
C  -5.46748  4.60267  1.15667
C  -4.65064  4.36183  2.26820
C  -3.42272  3.75816  2.12661
C  -2.96095  3.37011  0.85969
H  3.66837  2.99020  1.44280
H  4.68536  1.71234  2.15832
H  4.20136  1.60130  0.45068
H  3.89747  0.92852  4.15898
H  2.83813  1.49051  6.32308
H  0.50756  2.32067  6.38008
H  -0.77311  2.56889  4.27011
H  -1.77630  2.35246  -2.73491
H  -3.95961  3.43010  -2.40359
H  -5.64707  4.41026  -0.96477
H  -6.43136  5.07707  1.28264
H  -4.98936  4.65518  3.25364
H  -2.80328  3.58155  2.99338
C  0.22907  -1.50363  4.00158
O  0.13765  -1.30172  2.59439
C  -0.31828  -2.34517  1.85374
C  -0.67710  -3.58313  2.36361
C  -1.11354  -4.57462  1.49144
Br  -1.61473  -6.24750  2.21132
C  -1.16596  -4.37881  0.13029
C  -0.78287  -3.14112  -0.39193
C  -0.41083  -2.12567  0.47874
O  -0.04357  -0.87688  0.00572
C  -0.75824  -2.98561  -1.86004
N  -1.36587  -3.79773  -2.67722
C  -1.04353  -3.35600  -3.94942
C  -1.43191  -3.85337  -5.19361
C  -0.95483  -3.21422  -6.31954
C  -0.10971  -2.09593  -6.22645
C  0.28274  -1.58726  -5.00362
C  -0.19873  -2.24216  -3.87368
N  -0.02793  -2.01903  -2.52280
H  0.92042  -2.31562  4.23699
H  -0.75121  -1.72099  4.42996
H  0.60755  -0.57519  4.41713
H  -0.63242  -3.78966  3.42146
H  -1.47820  -5.15883  -0.54842
H  -0.76963  -0.49178  -0.50615
H  -2.08591  -4.71247  -5.26008
H  -1.23731  -3.57600  -7.29925
H  0.23645  -1.62105  -7.13527
H  0.92379  -0.71745  -4.93146
H  0.57990  -1.34298  -2.09564
C  4.05084  -2.45696  -2.48517
N  3.38737  -1.19408  -2.17655
C  3.04373  -0.21822  -3.08065
C  2.36820  0.73377  -2.38158
N  2.30147  0.34705  -1.06222
C  2.92466  -0.81597  -0.97680
H  4.61523  -2.34057  -3.40550
H  3.31588  -3.24959  -2.61281
H  4.73530  -2.71734  -1.68211
H  3.30741  -0.28832  -4.12202
H  1.91284  1.64667  -2.72494
H  3.02661  -1.40928  -0.08122

Properties
ΔE to the lowest compared entry with this formula, charge and spin	0.000	eV
spin multiplicity	2
total charge	+1
energy	-168589.873	eV
molar mass	742.11	g/mol
HOMO (spin up / spin down)	-10.4 / -10.4	eV
gap between HOMO and LUMO (spin up / spin down)	6.86 / 6.89	eV

=====

Record 2
ORCA calculation (ωB97M-V/def2-TZVPD) on C35H30BrGaN9SSe2 as an isolated structure.

CARTESIAN COORDINATES (ANGSTROEM)
Ga  -0.17534  -0.38744  -0.40480
N  1.45446  -0.54312  3.44481
C  2.73907  0.05590  3.58237
C  3.38552  -0.00564  4.80262
C  4.64636  0.56098  4.94082
C  5.25617  1.16697  3.85529
C  4.60521  1.21336  2.62769
C  3.34039  0.66673  2.49767
S  2.51943  0.81626  0.93351
N  1.17333  -0.23608  1.13641
C  0.81198  -0.72050  2.29229
C  -0.40541  -1.58702  2.28865
C  -0.87617  -2.24989  3.40704
C  -1.95840  -3.11211  3.27046
C  -2.51749  -3.29457  2.02051
C  -2.00013  -2.57511  0.95494
N  -0.98319  -1.72774  1.08533
H  1.08392  -0.97624  4.27526
H  2.91096  -0.48775  5.64849
H  5.14792  0.52171  5.89670
H  6.23856  1.60536  3.95728
H  5.08384  1.68703  1.77995
H  -0.42591  -2.12982  4.38112
H  -2.34237  -3.64127  4.13127
H  -3.34236  -3.97436  1.86472
H  -2.41812  -2.67831  -0.03885
Br  -6.69444  2.05027  -3.23460
C  -5.09877  1.13804  -2.87881
C  -5.09723  -0.25298  -2.82057
C  -3.92149  -0.92427  -2.53502
C  -2.75498  -0.20288  -2.30098
C  -2.75318  1.18501  -2.36192
C  -3.92515  1.85387  -2.66516
N  -1.55243  -0.89208  -1.93279
C  -1.21261  -1.93449  -2.59390
C  -0.00647  -2.67851  -2.22137
C  0.39621  -3.81916  -2.89177
C  1.56721  -4.44623  -2.47723
C  2.28160  -3.90234  -1.42373
C  1.81088  -2.74806  -0.80960
N  0.68957  -2.15204  -1.19937
H  -6.01188  -0.80375  -2.98703
H  -3.94078  -2.00456  -2.45190
H  -1.84343  1.74536  -2.18985
H  -3.93390  2.93248  -2.73329
H  -1.78953  -2.27238  -3.45216
H  -0.18839  -4.20679  -3.71492
H  1.91077  -5.34443  -2.97131
H  3.19579  -4.35961  -1.07316
H  2.34373  -2.28839  0.01378
C  1.72911  4.13889  -1.75694
N  2.74214  3.09839  -1.91219
C  4.09396  3.33730  -1.95157
C  4.70472  2.14813  -2.16400
N  3.71567  1.19999  -2.25614
C  3.94261  -0.21065  -2.52081
C  2.51812  1.78611  -2.07956
Se  0.83631  0.96886  -2.31270
H  2.21994  5.10121  -1.86860
H  1.27725  4.07372  -0.76934
H  0.96881  4.02661  -2.52605
H  4.49936  4.32725  -1.84414
H  5.74515  1.90196  -2.27768
H  4.99402  -0.34346  -2.76056
H  3.33040  -0.52554  -3.36412
H  3.69152  -0.78782  -1.63261
Se  -0.47795  2.66662  0.90068
N  -1.32917  1.10897  0.50622
C  -2.61739  1.25853  0.82383
C  -3.65937  0.29393  0.71425
C  -4.92075  0.64972  1.06696
C  -5.25338  1.95516  1.56169
C  -4.29961  2.89898  1.70643
C  -2.95147  2.57103  1.34321
N  -1.95689  3.42346  1.45142
H  -3.46184  -0.68802  0.32080
H  -5.71801  -0.07602  0.97088
H  -6.28057  2.16738  1.82164
H  -4.50603  3.88989  2.08411

Properties
ΔE to the lowest compared entry with this formula, charge and spin	0.000	eV
total charge	+3
energy	-314118.734	eV
molar mass	916.30	g/mol
HOMO	-15.5	eV
gap between HOMO and LUMO	6.67	eV

=====

Record 3
ORCA calculation (ωB97M-V/def2-TZVPD) on C35H30ClN6O3P2RhSe2 as an isolated structure in a non-equilibrium geometry.

CARTESIAN COORDINATES (ANGSTROEM)
Rh  2.96071  -0.43828  1.03183
N  2.20252  -1.90133  2.23022
C  2.28959  -3.20326  1.52888
C  3.65754  -3.21432  0.86567
O  4.39635  -4.18134  0.92086
N  3.92223  -2.02532  0.26128
C  5.33617  -1.68976  0.19839
C  5.68463  -0.91368  1.47884
O  6.81545  -0.63737  1.80227
O  4.61899  -0.55573  2.18310
H  2.86994  -1.86578  3.00041
H  1.27153  -1.73152  2.59843
H  1.52178  -3.22829  0.75682
H  2.16781  -4.04349  2.20830
H  5.54356  -1.03632  -0.64811
H  5.95716  -2.57989  0.12695
Se  -3.82750  0.12133  0.62872
P  -2.72168  -0.87142  -0.86149
C  -2.97119  -0.11142  -2.49818
C  -2.85994  1.27228  -2.60891
C  -3.06925  1.89488  -3.82784
C  -3.40502  1.14488  -4.94674
C  -3.54057  -0.22906  -4.83778
C  -3.32691  -0.85686  -3.61847
C  -3.14099  -2.62812  -1.06447
C  -4.19399  -3.13249  -0.30807
C  -4.57891  -4.45967  -0.43975
C  -3.91254  -5.28915  -1.32666
C  -2.85979  -4.79127  -2.08439
C  -2.47071  -3.46867  -1.95735
C  -0.93013  -0.86595  -0.55742
C  -0.04553  -0.11907  0.22942
N  1.19601  -0.58760  -0.08542
N  1.07503  -1.57231  -0.95440
N  -0.18487  -1.75621  -1.24362
P  -0.13826  1.26340  1.35859
Se  1.89468  1.76517  1.86600
C  -0.86442  2.67270  0.50546
C  -1.97914  3.36080  0.96687
C  -2.42638  4.48061  0.27825
C  -1.76401  4.90744  -0.86264
C  -0.65800  4.20895  -1.33279
C  -0.20660  3.09423  -0.65041
C  -1.02946  0.82375  2.85522
C  -1.29034  -0.51267  3.13947
C  -1.80759  -0.86894  4.37418
C  -2.06322  0.10667  5.32666
C  -1.78156  1.43825  5.05348
C  -1.24686  1.79700  3.82680
H  -2.64710  1.86368  -1.73131
H  -2.98246  2.97080  -3.89933
H  -3.57483  1.63349  -5.89758
H  -3.82059  -0.81929  -5.70051
H  -3.45488  -1.92726  -3.54812
H  -4.70964  -2.47792  0.38311
H  -5.39983  -4.84091  0.15328
H  -4.20801  -6.32569  -1.42717
H  -2.33366  -5.43723  -2.77499
H  -1.63489  -3.09791  -2.53189
H  -2.52241  3.00957  1.83268
H  -3.29647  5.01524  0.63519
H  -2.11359  5.78413  -1.39301
H  -0.14982  4.53130  -2.23217
H  0.66242  2.55232  -1.00651
H  -1.12093  -1.27056  2.38443
H  -2.02470  -1.90761  4.58534
H  -2.47207  -0.17147  6.28915
H  -1.96245  2.19724  5.80288
H  -0.97268  2.82849  3.64211
Cl  3.79498  2.87853  -3.56211
C  4.23706  2.55130  -1.92414
C  4.95421  3.47417  -1.18172
C  5.27990  3.14974  0.12350
C  4.86195  1.93965  0.64646
N  4.16637  1.06219  -0.08206
C  3.86324  1.35246  -1.34637
H  5.25043  4.41624  -1.62227
H  5.84421  3.83251  0.74192
H  5.09239  1.63759  1.66025
H  3.30753  0.60941  -1.90553

Properties
ΔE to the lowest compared entry with this formula, charge and spin	0.460	eV
energy	-216668.954	eV
molar mass	940.89	g/mol
HOMO	-8.2	eV
gap between HOMO and LUMO	7.98	eV

=====

Record 4
ORCA calculation (ωB97M-V/def2-TZVPD) on C35H30F3Ge as an isolated structure in a non-equilibrium geometry.

CARTESIAN COORDINATES (ANGSTROEM)
C  3.14596  -2.96932  1.50718
C  2.09046  -3.68647  2.28879
C  2.48445  -4.57314  3.22356
C  0.60465  -3.54379  2.02457
Ge  -0.08420  -1.88092  1.26835
C  1.12608  -0.42777  1.62227
C  1.88248  0.13421  0.58098
C  2.89807  1.05025  0.88229
C  3.11782  1.45154  2.20341
C  2.31428  0.94734  3.22985
C  1.30841  0.01551  2.94217
C  -0.26052  -2.18701  -0.62871
C  -1.24369  -1.47919  -1.33864
C  -1.35746  -1.64245  -2.72474
C  -0.50651  -2.51977  -3.40570
C  0.45295  -3.25057  -2.69461
C  0.56613  -3.10073  -1.30632
C  -1.78294  -1.35969  2.02251
C  -2.03693  -0.00472  2.29073
C  -3.29434  0.39580  2.76120
C  -4.30111  -0.55114  2.97168
C  -4.04176  -1.90551  2.73123
C  -2.78726  -2.31558  2.26057
H  2.95974  -3.01295  0.42681
H  3.25699  -1.91397  1.79092
H  4.12039  -3.45272  1.67226
H  1.77592  -5.23692  3.71555
H  3.48833  -4.53170  3.64210
H  0.25418  -4.34264  1.34423
H  0.05663  -3.68139  2.96941
H  1.68562  -0.15134  -0.45581
H  3.51456  1.44617  0.07298
H  3.91186  2.16589  2.43046
H  2.46361  1.27370  4.26126
H  0.66991  -0.36228  3.74548
H  -1.91551  -0.80061  -0.80869
H  -2.11584  -1.07866  -3.26980
H  -0.59084  -2.63556  -4.48825
H  1.11876  -3.94282  -3.21561
H  1.29826  -3.69859  -0.75825
H  -1.25607  0.74097  2.12485
H  -3.47825  1.45266  2.95874
H  -5.28487  -0.23161  3.32194
H  -4.82223  -2.64755  2.90838
H  -2.59314  -3.37344  2.06952
F  8.20641  -5.36201  -0.79072
C  6.88333  -5.26294  -1.15684
C  6.57566  -4.77925  -2.42820
C  5.21776  -4.70785  -2.74950
F  4.87765  -4.31614  -4.02376
C  4.21070  -5.07932  -1.87707
C  4.54610  -5.55804  -0.56869
C  3.48442  -5.86420  0.32027
C  3.60681  -6.64385  1.49873
C  2.53243  -7.50951  1.83955
C  2.51764  -8.16774  3.05298
C  3.57568  -8.01901  3.96224
C  4.62500  -7.16995  3.61950
F  5.63404  -6.96968  4.53219
C  4.68721  -6.49404  2.41459
C  5.92932  -5.72103  -0.26216
H  7.35571  -4.51135  -3.13205
H  3.16177  -5.03890  -2.17582
H  2.47752  -5.66372  -0.07061
H  1.71163  -7.60820  1.12516
H  1.67394  -8.81105  3.29986
H  3.58490  -8.54046  4.91132
H  5.48084  -5.76273  2.25526
H  6.23957  -6.21314  0.65223

Properties
total charge	+1
energy	-101441.095	eV
molar mass	580.23	g/mol
HOMO	-11.1	eV
gap between HOMO and LUMO	4.60	eV

=====

> The highest energy belongs to which entry?

C35H30F3Ge